No. 1
{
  "formula": "C5H10N2O",
  "method": "the ωB97M-V functional and the def2-TZVPD basis",
  "symbols": ["C", "C", "C", "C", "C", "N", "N", "O", "H", "H", "H", "H", "H", "H", "H", "H", "H", "H"],
  "positions_angstrom": [[0.62470, -1.45506, -0.86574], [1.13813, -0.07328, -0.62883], [-0.21993, 0.60179, -0.05673], [2.33706, 0.07848, 0.39140], [-2.46251, -0.38817, 0.34185], [-0.58834, -1.64519, -0.47111], [-1.13339, -0.48846, -0.05665], [-0.75121, 1.59913, -0.86955], [1.27177, -2.34538, -1.19753], [1.23333, 0.51003, -1.50578], [-0.34340, 1.05892, 0.96140], [2.08118, -0.44966, 1.30304], [2.66917, 1.14989, 0.63685], [3.13222, -0.47437, -0.01291], [-2.80608, 0.43222, -0.27046], [-3.11614, -1.24041, 0.26372], [-2.61312, -0.17672, 1.42547], [-1.13429, 1.15788, -1.64199]],
  "spin_multiplicity": 3,
  "s_squared": 2.008,
  "lumo_energy_ev": [0.85, -1.11],
  "de_lowest_kj_mol": 0.0
}

---

No. 2
{
  "formula": "C31H28Cl2LaN6OS2Si",
  "method": "the ωB97M-V functional and the def2-TZVPD basis",
  "symbols": ["La", "N", "C", "C", "C", "C", "C", "C", "N", "C", "C", "C", "S", "C", "N", "H", "H", "H", "H", "H", "H", "H", "Cl", "C", "C", "C", "Cl", "C", "C", "C", "C", "N", "C", "C", "O", "H", "H", "H", "H", "C", "N", "C", "C", "N", "C", "S", "H", "H", "H", "H", "H", "H", "C", "Si", "C", "C", "C", "C", "C", "C", "C", "H", "H", "H", "H", "H", "H", "H", "H", "H", "H", "H"],
  "positions_angstrom": [[0.37454, 0.17696, 0.37614], [3.88238, -2.90411, 1.31106], [3.94566, -3.10029, -0.06691], [4.84962, -3.78999, -0.86576], [4.58291, -3.78325, -2.22142], [3.46610, -3.11729, -2.75277], [2.57431, -2.43793, -1.95181], [2.83194, -2.44061, -0.58306], [2.10921, -1.86743, 0.46047], [2.77786, -2.16305, 1.55824], [2.29901, -1.76490, 2.87555], [2.90020, -1.96878, 4.08344], [1.90460, -1.34509, 5.31722], [0.77385, -0.85590, 4.15327], [1.08132, -1.12514, 2.91380], [4.54052, -3.23607, 1.99427], [5.71281, -4.29376, -0.45551], [5.25629, -4.29774, -2.89235], [3.31083, -3.13054, -3.82254], [1.73143, -1.90580, -2.37088], [3.84813, -2.43394, 4.29053], [-0.12210, -0.33395, 4.44604], [2.28254, 0.11662, -4.37883], [0.76378, 0.83650, -3.98136], [-0.09658, 1.24351, -5.02778], [-1.28721, 1.84617, -4.75143], [-2.32131, 2.33987, -6.05242], [-1.70566, 2.07379, -3.41015], [-2.90120, 2.71745, -3.02985], [-3.17988, 2.88231, -1.70299], [-2.28127, 2.37924, -0.74263], [-1.16077, 1.76542, -1.06034], [-0.85549, 1.63367, -2.38508], [0.40780, 1.02323, -2.66549], [1.14605, 0.69673, -1.62315], [0.20886, 1.07766, -6.05062], [-3.57795, 3.07910, -3.79123], [-4.07629, 3.38689, -1.37326], [-2.48741, 2.50050, 0.31296], [-3.15355, -4.16939, -2.07392], [-1.99605, -4.27905, -1.20170], [-1.44323, -5.47809, -0.79278], [-0.38411, -5.18919, -0.00977], [-0.31048, -3.81328, 0.05308], [-1.28765, -3.25879, -0.68319], [-1.59697, -1.59830, -0.94889], [-4.01135, -4.63267, -1.59009], [-2.93805, -4.66599, -3.01768], [-3.35165, -3.11573, -2.24742], [-1.86044, -6.42017, -1.09751], [0.31514, -5.82587, 0.49888], [0.40526, -3.27208, 0.51487], [0.84808, 2.64831, 3.99320], [-0.40578, 2.15521, 2.63764], [-1.94531, 1.44266, 3.55243], [-1.03192, 3.83205, 1.98598], [-0.25158, 4.51675, 1.04613], [-0.66162, 5.70750, 0.46954], [-1.89203, 6.25075, 0.81621], [-2.68468, 5.60023, 1.74852], [-2.25328, 4.41273, 2.32438], [0.35130, 3.00402, 4.89847], [1.45413, 3.47543, 3.61628], [1.54360, 1.85640, 4.28271], [-2.17579, 2.00350, 4.46189], [-1.87467, 0.39007, 3.83293], [-2.82763, 1.50152, 2.90913], [0.70618, 4.10114, 0.73848], [-0.02881, 6.20653, -0.25269], [-2.22616, 7.17691, 0.36707], [-3.63976, 6.02244, 2.03287], [-2.90059, 3.93436, 3.05159]],
  "total_charge": 1,
  "lumo_energy_ev": -3.02,
  "de_lowest_kj_mol": 30.8
}

---

No. 3
{
  "formula": "C6H14O",
  "method": "the ωB97M-V functional and the def2-TZVPD basis",
  "symbols": ["C", "O", "C", "C", "C", "C", "C", "H", "H", "H", "H", "H", "H", "H", "H", "H", "H", "H", "H", "H", "H"],
  "positions_angstrom": [[2.47053, -1.19934, -0.88610], [1.14573, -1.17380, -0.44717], [0.85248, 0.13115, -0.03939], [-0.66188, 0.28756, 0.20402], [-0.89658, 1.77134, 0.48233], [-1.43330, -0.15456, -1.04454], [-1.19010, -0.53085, 1.40354], [2.63635, -0.28916, -1.50852], [2.60874, -2.14475, -1.41635], [3.17499, -1.14225, -0.04285], [1.29366, 0.80550, -0.83981], [1.42473, 0.38187, 0.87441], [-0.33714, 2.08982, 1.37150], [-1.95922, 1.97364, 0.65641], [-0.56132, 2.37478, -0.36892], [-1.31611, -1.22999, -1.21553], [-1.06789, 0.37554, -1.93115], [-2.50427, 0.05734, -0.93035], [-1.07358, -1.61090, 1.25930], [-2.26737, -0.33878, 1.52872], [-0.70458, -0.25326, 2.34734]],
  "lumo_energy_ev": 0.92,
  "smiles": "COCC(C)(C)C",
  "de_lowest_kj_mol": 74.0
}

---

No. 4
{
  "formula": "C9H12FO10P2",
  "method": "the ωB97M-V functional and the def2-TZVPD basis",
  "symbols": ["C", "C", "C", "C", "C", "F", "O", "C", "O", "O", "C", "C", "O", "O", "P", "C", "O", "H", "H", "H", "H", "H", "H", "H", "H", "H", "H", "H", "H", "O", "P", "O", "O", "O"],
  "positions_angstrom": [[-0.95702, -3.09148, 0.24600], [-0.98935, -1.91325, 0.52196], [-0.98734, -0.46936, 0.79949], [-2.35847, 0.05780, 0.41957], [-2.72806, 1.40578, 1.02862], [-4.00010, 1.33123, 1.64411], [-0.61946, -0.39470, 2.22916], [0.72063, -0.76444, 2.18803], [1.31385, -1.13005, 3.16241], [1.22684, -0.63295, 0.93918], [0.28914, 0.23441, 0.24328], [0.27208, 0.29321, -1.28007], [1.50987, 0.63378, -1.86176], [1.71035, 2.07257, -1.72805], [0.64598, 1.88080, 1.13135], [2.47317, 1.92162, 1.05712], [0.13292, 3.14684, 0.13774], [-1.06576, -4.13800, 0.10143], [-2.40256, 0.06047, -0.66814], [-3.08990, -0.68008, 0.74511], [-1.99784, 1.72584, 1.77129], [-2.83252, 2.17079, 0.25580], [-0.05554, -0.71708, -1.78397], [-0.50414, 1.02015, -1.56492], [1.11990, 2.43969, -2.39976], [2.87737, 1.71703, 0.06860], [2.84133, 1.16046, 1.74384], [2.77400, 2.89922, 1.43864], [-0.53591, 3.58143, 0.67338], [0.24147, -4.27170, -1.47899], [1.07002, -3.18195, -2.25784], [0.05374, -2.03826, -2.67569], [1.72403, -3.78624, -3.53133], [2.12728, -2.54359, -1.31557]],
  "total_charge": -3,
  "lumo_energy_ev": 6.44
}

---

No. 5
{
  "formula": "C5H9N3",
  "method": "the ωB97M-V functional and the def2-TZVPD basis",
  "symbols": ["C", "C", "C", "C", "C", "H", "H", "H", "H", "H", "H", "H", "H", "H", "N", "N", "N"],
  "positions_angstrom": [[-1.16498, 1.32763, -0.46613], [0.27500, -1.45920, -0.42215], [0.70932, -0.86804, 0.98006], [1.55664, 0.43437, 0.89809], [0.00962, 0.90851, 0.37451], [-0.63791, 2.05958, -1.31666], [-2.22615, 1.77318, -0.30527], [-1.80001, -0.11503, -2.29088], [0.80875, -2.31260, -0.80546], [1.19795, -1.75993, 1.45805], [2.42995, 0.45880, 0.16530], [1.94922, 0.86018, 1.98017], [0.68688, 0.40473, -0.48046], [-1.34355, -0.45150, 1.33468], [-1.54253, -0.07110, -1.28572], [-0.61541, -1.14924, -1.25931], [-0.29279, -0.04033, 1.44118]],
  "lumo_energy_ev": 0.92,
  "de_lowest_kj_mol": 870.6
}

---

No. 6
{
  "formula": "C20H25Cl2NO4PS2Sn",
  "method": "the ωB97M-V functional and the def2-TZVPD basis",
  "symbols": ["Sn", "C", "C", "O", "P", "S", "S", "O", "C", "C", "H", "H", "H", "H", "H", "H", "H", "H", "H", "H", "C", "C", "C", "C", "C", "C", "C", "C", "C", "C", "C", "C", "C", "C", "H", "H", "H", "H", "H", "H", "H", "H", "H", "H", "H", "Cl", "C", "Cl", "C", "O", "O", "H", "N", "H", "H", "H"],
  "positions_angstrom": [[-1.27986, 0.84920, -0.86183], [-2.93530, -4.99653, 4.48226], [-2.79634, -4.59607, 3.02904], [-2.07566, -3.37292, 2.97628], [-1.64975, -2.75623, 1.51573], [-0.48549, -1.22231, 1.90967], [-1.04763, -4.18583, 0.30785], [-3.10315, -2.27397, 0.96182], [-3.74624, -1.12036, 1.50602], [-5.05170, -1.52205, 2.15956], [-3.44792, -5.95854, 4.56202], [-3.50264, -4.25181, 5.04364], [-1.95157, -5.08922, 4.94466], [-3.78295, -4.46604, 2.56787], [-2.26600, -5.35802, 2.45278], [-3.91131, -0.43051, 0.67475], [-3.08481, -0.62177, 2.21732], [-5.71845, -1.99943, 1.43896], [-5.56024, -0.64505, 2.56816], [-4.86609, -2.22254, 2.97586], [5.83755, 2.20453, 0.64677], [4.99769, 3.30734, 0.71765], [3.63411, 3.15762, 0.51522], [3.07653, 1.91026, 0.22184], [3.93201, 0.80614, 0.17197], [5.29468, 0.95485, 0.37977], [1.61357, 1.81687, 0.01734], [0.94944, 0.99651, -0.80277], [1.58479, 0.05433, -1.74572], [1.33500, -1.31940, -1.64902], [1.86827, -2.20009, -2.57770], [2.64338, -1.73231, -3.63066], [2.87867, -0.36687, -3.74918], [2.35321, 0.51696, -2.81958], [6.90401, 2.31616, 0.80627], [5.40297, 4.29032, 0.92988], [2.97947, 4.02026, 0.56718], [3.52083, -0.17529, -0.01508], [5.93557, 0.08141, 0.33843], [1.04356, 2.55739, 0.57190], [0.73680, -1.70781, -0.83149], [1.65878, -3.25810, -2.46972], [3.05264, -2.42211, -4.36027], [3.47285, 0.01504, -4.57227], [2.53203, 1.58236, -2.91457], [-0.51606, 5.15398, -3.46870], [-2.07897, 5.04214, -0.81570], [-1.03720, 5.80548, 0.29222], [-2.17082, 3.59592, -0.89989], [-3.06029, 3.10233, -1.61182], [-1.32248, 2.90591, -0.19659], [-2.75629, 5.67886, -1.35412], [-1.00242, 1.73261, -3.04696], [-1.94819, 1.90541, -3.37328], [-0.47389, 1.22758, -3.74553], [-0.60869, 2.68337, -2.95828]],
  "total_charge": -2,
  "spin_multiplicity": 2,
  "s_squared": 0.755,
  "lumo_energy_ev": [4.46, 4.46]
}

---

No. 7
{
  "formula": "C24H24BrN3O3S2",
  "method": "the ωB97M-V functional and the def2-TZVPD basis",
  "symbols": ["O", "C", "N", "C", "C", "C", "C", "C", "C", "H", "H", "H", "S", "O", "O", "N", "C", "N", "C", "H", "C", "C", "C", "H", "H", "C", "H", "H", "H", "H", "H", "H", "H", "H", "H", "H", "C", "H", "H", "S", "C", "C", "C", "C", "C", "C", "C", "C", "C", "C", "H", "H", "H", "H", "H", "H", "Br"],
  "positions_angstrom": [[2.29582, 3.23494, -2.73772], [1.81190, 2.13945, -2.88760], [0.79766, 1.62885, -2.13506], [0.42272, 2.11581, -0.87732], [0.18093, 1.19430, 0.14015], [-0.16114, 1.64997, 1.39447], [-0.27260, 2.99982, 1.66694], [-0.02536, 3.91279, 0.65351], [0.32536, 3.47888, -0.61366], [0.53750, 4.18619, -1.39824], [-0.10352, 4.97054, 0.85092], [-0.54957, 3.30820, 2.66170], [-0.35200, 0.48374, 2.74378], [-1.32882, 0.98521, 3.66052], [0.94728, 0.16131, 3.25158], [-0.89961, -0.92394, 2.02335], [-1.89730, -0.93015, 1.05286], [-1.73191, -1.73347, 0.09281], [-2.64169, -1.89605, -1.00818], [-3.36660, -2.67785, -0.75952], [-3.36602, -0.62528, -1.46159], [-4.60441, -0.30568, -0.62387], [-4.37855, -0.51567, 0.87362], [-4.43263, -1.57886, 1.11450], [-5.17741, -0.01699, 1.42547], [-3.02913, 0.02341, 1.35100], [-3.04740, 0.17776, 2.42967], [-2.82527, 0.99375, 0.88817], [-4.89388, 0.73181, -0.80746], [-5.43342, -0.94000, -0.94513], [-2.65670, 0.20539, -1.41568], [-3.66346, -0.74248, -2.50542], [-2.02735, -2.28104, -1.82847], [-0.15234, -1.58714, 1.85051], [0.26603, 0.13581, -0.05039], [0.53251, 0.66858, -2.32673], [2.31707, 1.20547, -3.97997], [1.74953, 1.38385, -4.89598], [3.36439, 1.43395, -4.18243], [2.09700, -0.57576, -3.66412], [2.56076, -0.74605, -1.95755], [1.99229, -1.77075, -1.23285], [2.23511, -1.93203, 0.14861], [1.61619, -2.92669, 0.93278], [1.88841, -3.02513, 2.27113], [2.78916, -2.14351, 2.88497], [3.39021, -1.15865, 2.15293], [3.12673, -1.01774, 0.77668], [3.72730, -0.00155, 0.00449], [3.45380, 0.13701, -1.32529], [3.92700, 0.91981, -1.89632], [4.41563, 0.67681, 0.48484], [4.07052, -0.46384, 2.61996], [2.99327, -2.23927, 3.93913], [1.40575, -3.78952, 2.86155], [0.91968, -3.60665, 0.46537], [0.86057, -2.99170, -2.15145]],
  "lumo_energy_ev": 0.11,
  "smiles": "O=C(CSc1ccc2ccccc2c1Br)Nc1cccc(S(=O)(=O)NC2=NCCCCC2)c1"
}

---

| no. | calculated total energy (Ha) |
| --- | --- |
| 1 | -381.06129 |
| 2 | -3639.72421 |
| 3 | -312.22685 |
| 4 | -1884.79618 |
| 5 | -359.86566 |
| 6 | -3405.44655 |
| 7 | -4689.36831 |